[1]
Density functional theory data (ωB97M-V with the def2-TZVPD basis set) for a 2-piece molecular cluster, C5H10O2 overall.

Each line ends with the natural charge from an NBO analysis.
Element x y z (Å)
C (-2.07, -1.66, -0.23)  -0.248
O (-0.83, -1.11, -0.61)  -0.526
C (-0.51, 0.06, 0.08)  0.061
C (0.00, -0.01, 1.52)  -0.446
C (0.90, 0.25, 0.39)  -0.172
C (2.11, 0.28, -0.14)  0.178
O (2.35, 0.33, -1.47)  -0.671
H (-2.90, -0.97, -0.41)  0.165
H (-2.07, -1.94, 0.83)  0.169
H (-2.21, -2.56, -0.84)  0.195
H (-1.14, 0.92, -0.17)  0.184
H (-0.28, 0.79, 2.20)  0.221
H (0.05, -1.00, 1.99)  0.223
H (3.03, 0.29, 0.44)  0.187
H (1.51, 0.21, -1.93)  0.484
H (0.81, 3.35, -0.80)  -0.008
H (1.27, 2.77, -0.85)  0.004

Results
- SMILES: CO[C@H]1C/C1=C/O.[H][H]
- ΔE to the lowest compared entry with this formula, charge and spin: 101.2 kcal per mole
- Calculated total energy: -346.8642 Ha
- Net charge: 0

***

[2]
Density functional theory data (ωB97M-V with the def2-TZVPD basis set) for a 12-piece molecular cluster, C48H96O24S12 overall in a non-equilibrium geometry.

Each line ends with the Löwdin charge.
Element x y z (Å)
O (-0.15, 1.82, 5.05)  -0.357
S (-1.01, 0.73, 4.52)  0.705
O (-1.88, 1.03, 3.42)  -0.325
C (-0.07, -0.86, 4.42)  -0.199
C (-0.83, -1.87, 5.27)  -0.241
C (-1.38, -1.15, 6.46)  -0.201
C (-1.99, 0.20, 5.96)  -0.196
H (0.89, -0.66, 4.89)  0.106
H (0.23, -0.99, 3.38)  0.088
H (-1.65, -2.22, 4.64)  0.102
H (-0.27, -2.77, 5.51)  0.125
H (-0.55, -1.06, 7.16)  0.118
H (-2.08, -1.85, 6.92)  0.114
H (-2.16, 1.03, 6.64)  0.103
H (-3.01, -0.01, 5.61)  0.076
O (-5.83, 2.82, -3.06)  -0.319
S (-6.26, 1.84, -2.13)  0.651
O (-7.08, 0.80, -2.67)  -0.322
C (-4.78, 1.24, -1.19)  -0.184
C (-4.96, 1.54, 0.34)  -0.222
C (-5.82, 2.72, 0.38)  -0.253
C (-7.02, 2.49, -0.58)  -0.189
H (-3.94, 1.85, -1.54)  0.088
H (-4.52, 0.23, -1.50)  0.065
H (-5.58, 0.76, 0.78)  0.101
H (-4.02, 1.61, 0.90)  0.118
H (-5.26, 3.62, 0.12)  0.121
H (-6.29, 2.89, 1.35)  0.118
H (-7.64, 3.38, -0.70)  0.104
H (-7.63, 1.67, -0.21)  0.098
O (1.96, -1.79, -0.18)  -0.382
S (0.93, -1.18, -1.10)  0.749
O (1.00, -1.37, -2.55)  -0.342
C (-0.79, -1.45, -0.54)  -0.205
C (-1.24, -0.26, 0.32)  -0.186
C (-0.59, 0.99, -0.30)  -0.174
C (0.88, 0.61, -0.67)  -0.190
H (-0.73, -2.47, -0.17)  0.087
H (-1.37, -1.55, -1.46)  0.073
H (-2.33, -0.19, 0.39)  0.087
H (-1.04, -0.44, 1.38)  0.085
H (-0.64, 1.81, 0.41)  0.089
H (-1.09, 1.26, -1.23)  0.100
H (1.46, 0.66, 0.25)  0.068
H (1.45, 1.26, -1.34)  0.083
O (5.32, 2.44, -1.21)  -0.327
S (4.35, 3.52, -1.31)  0.714
O (2.92, 3.27, -1.23)  -0.356
C (4.92, 4.97, -0.28)  -0.165
C (4.55, 6.18, -1.25)  -0.197
C (5.04, 5.83, -2.67)  -0.214
C (4.49, 4.42, -2.92)  -0.205
H (5.99, 4.84, -0.09)  0.101
H (4.44, 4.94, 0.70)  0.071
H (3.47, 6.28, -1.19)  0.099
H (5.04, 7.08, -0.89)  0.110
H (6.13, 5.85, -2.69)  0.111
H (4.86, 6.64, -3.37)  0.113
H (5.08, 3.84, -3.63)  0.103
H (3.45, 4.49, -3.24)  0.073
O (-1.03, 4.34, -0.79)  -0.358
S (-0.46, 5.61, -1.30)  0.758
O (0.28, 6.57, -0.46)  -0.345
C (0.40, 5.18, -2.92)  -0.207
C (-0.56, 5.56, -3.98)  -0.208
C (-2.01, 5.80, -3.42)  -0.212
C (-1.91, 6.43, -2.08)  -0.232
H (0.54, 4.10, -2.86)  0.088
H (1.43, 5.54, -2.90)  0.085
H (-0.15, 6.49, -4.39)  0.116
H (-0.55, 4.83, -4.79)  0.110
H (-2.52, 4.84, -3.36)  0.107
H (-2.58, 6.46, -4.07)  0.120
H (-2.72, 6.46, -1.35)  0.113
H (-1.65, 7.47, -2.30)  0.106
O (6.85, -3.09, 2.88)  -0.348
S (6.79, -1.68, 3.23)  0.733
O (7.44, -1.18, 4.49)  -0.378
C (7.14, -0.66, 1.80)  -0.213
C (5.83, 0.11, 1.50)  -0.206
C (4.67, -0.82, 1.89)  -0.223
C (4.97, -1.35, 3.30)  -0.189
H (7.46, -1.37, 1.04)  0.084
H (7.91, 0.08, 2.02)  0.107
H (5.78, 1.02, 2.10)  0.109
H (5.75, 0.47, 0.48)  0.104
H (4.48, -1.55, 1.10)  0.088
H (3.82, -0.14, 1.81)  0.083
H (4.54, -2.26, 3.71)  0.089
H (4.73, -0.53, 3.98)  0.099
O (7.83, -5.16, -1.62)  -0.318
S (7.45, -3.78, -1.64)  0.691
O (8.40, -2.76, -1.21)  -0.353
C (6.73, -3.33, -3.33)  -0.189
C (5.19, -3.51, -3.24)  -0.203
C (4.82, -4.00, -1.84)  -0.217
C (5.83, -3.49, -0.80)  -0.212
H (7.34, -3.66, -4.17)  0.099
H (6.84, -2.24, -3.32)  0.085
H (4.67, -2.58, -3.49)  0.113
H (4.96, -4.26, -3.99)  0.109
H (4.83, -5.09, -1.83)  0.117
H (3.84, -3.61, -1.55)  0.095
H (5.89, -3.99, 0.16)  0.097
H (5.82, -2.41, -0.62)  0.088
O (-3.80, -2.08, -1.49)  -0.369
S (-3.85, -3.17, -2.47)  0.697
O (-3.01, -3.12, -3.66)  -0.326
C (-3.62, -4.74, -1.60)  -0.177
C (-4.97, -5.51, -1.81)  -0.214
C (-6.08, -4.51, -1.95)  -0.225
C (-5.62, -3.41, -2.94)  -0.174
H (-3.39, -4.43, -0.58)  0.088
H (-2.79, -5.17, -2.15)  0.100
H (-5.00, -6.27, -2.59)  0.117
H (-5.08, -6.17, -0.94)  0.112
H (-6.28, -4.06, -0.98)  0.098
H (-6.99, -5.07, -2.18)  0.118
H (-6.06, -2.42, -3.02)  0.098
H (-5.53, -3.79, -3.96)  0.098
O (-3.21, -3.99, 2.78)  -0.361
S (-4.64, -3.68, 2.48)  0.722
O (-5.31, -4.48, 1.47)  -0.335
C (-5.63, -3.56, 4.10)  -0.174
C (-5.50, -2.11, 4.54)  -0.211
C (-5.62, -1.27, 3.23)  -0.201
C (-4.80, -1.93, 2.07)  -0.217
H (-5.13, -4.26, 4.78)  0.097
H (-6.59, -3.95, 3.77)  0.100
H (-6.28, -1.69, 5.18)  0.115
H (-4.57, -1.86, 5.06)  0.096
H (-5.18, -0.32, 3.55)  0.105
H (-6.65, -1.18, 2.91)  0.115
H (-3.80, -1.51, 1.94)  0.089
H (-5.25, -1.83, 1.09)  0.090
O (1.84, 1.28, 2.76)  -0.361
S (2.34, 2.65, 2.48)  0.726
O (3.63, 2.82, 1.81)  -0.331
C (1.14, 3.73, 1.64)  -0.230
C (1.33, 5.05, 2.34)  -0.235
C (1.36, 4.86, 3.86)  -0.167
C (2.25, 3.58, 4.07)  -0.191
H (0.19, 3.31, 1.96)  0.101
H (1.22, 3.53, 0.57)  0.075
H (2.26, 5.49, 1.96)  0.111
H (0.59, 5.76, 1.98)  0.103
H (0.36, 4.80, 4.30)  0.114
H (1.84, 5.70, 4.35)  0.109
H (1.79, 2.98, 4.85)  0.065
H (3.26, 3.65, 4.49)  0.100
O (-0.40, -5.35, -0.10)  -0.352
S (0.37, -5.89, 1.00)  0.724
O (0.05, -7.20, 1.58)  -0.347
C (2.19, -5.86, 0.48)  -0.165
C (2.91, -4.95, 1.50)  -0.232
C (2.03, -4.86, 2.71)  -0.249
C (0.55, -4.70, 2.42)  -0.198
H (2.25, -5.32, -0.47)  0.082
H (2.60, -6.86, 0.41)  0.103
H (3.90, -5.32, 1.78)  0.119
H (3.09, -3.97, 1.05)  0.086
H (2.27, -4.04, 3.39)  0.113
H (2.23, -5.86, 3.07)  0.123
H (0.30, -3.70, 2.08)  0.092
H (-0.09, -5.09, 3.20)  0.101
O (-1.52, -0.76, -7.55)  -0.330
S (-2.20, 0.41, -7.04)  0.719
O (-3.19, 1.12, -7.91)  -0.368
C (-3.05, -0.16, -5.52)  -0.201
C (-2.11, 0.25, -4.37)  -0.215
C (-1.54, 1.63, -4.75)  -0.212
C (-1.09, 1.63, -6.24)  -0.204
H (-3.13, -1.24, -5.69)  0.091
H (-4.00, 0.36, -5.40)  0.106
H (-2.55, 0.29, -3.38)  0.097
H (-1.28, -0.45, -4.35)  0.114
H (-0.72, 1.90, -4.08)  0.101
H (-2.29, 2.41, -4.63)  0.106
H (-0.10, 1.23, -6.47)  0.097
H (-1.14, 2.58, -6.77)  0.093

Results
- SMILES: O=S1(=O)CCCC1.O=S1(=O)CCCC1.O=S1(=O)CCCC1.O=S1(=O)CCCC1.O=S1(=O)CCCC1.O=S1(=O)CCCC1.O=S1(=O)CCCC1.O=S1(=O)CCCC1.O=S1(=O)CCCC1.O=S1(=O)CCCC1.O=S1(=O)CCCC1.O=S1(=O)CCCC1
- ΔE to the lowest compared entry with this formula, charge and spin: 70.7 kcal per mole
- Calculated total energy: -8470.3104 Ha
- Net charge: 0

***

[3]
Density functional theory data (ωB97M-V with the def2-TZVPD basis set) for C29H34BCrN9O3S2Se2 as an isolated structure.

Each line ends with the Mulliken spin population.
Element x y z (Å)
Cr (1.22, -0.31, 0.50)  1.083
Se (4.80, -0.78, -0.18)  0.001
Se (4.01, -2.54, 1.08)  0.000
C (3.28, -1.46, 2.49)  -0.004
C (3.67, -1.75, 3.78)  -0.002
C (3.38, -0.85, 4.80)  0.001
C (2.76, 0.34, 4.46)  0.000
C (2.37, 0.55, 3.15)  0.009
N (2.56, -0.36, 2.17)  0.008
C (3.49, -0.92, -1.58)  0.003
C (3.95, -1.04, -2.88)  -0.002
C (3.06, -1.37, -3.89)  0.002
C (1.74, -1.58, -3.55)  0.000
C (1.34, -1.39, -2.24)  0.006
N (2.19, -1.05, -1.26)  -0.009
H (4.22, -2.66, 3.97)  0.000
H (3.67, -1.06, 5.82)  0.000
H (2.58, 1.12, 5.19)  0.000
H (1.89, 1.46, 2.88)  -0.002
H (5.01, -0.90, -3.08)  0.000
H (3.40, -1.50, -4.91)  0.000
H (1.00, -1.88, -4.29)  0.000
H (0.32, -1.54, -1.96)  -0.001
N (-0.90, -2.85, 6.34)  0.000
C (-1.05, -1.86, 5.40)  0.000
C (-1.20, -2.20, 4.04)  -0.001
C (-1.31, -1.21, 3.09)  -0.008
C (-1.24, 0.13, 3.47)  -0.001
C (-1.09, 0.48, 4.81)  0.000
C (-1.00, -0.51, 5.76)  0.000
S (-1.31, 1.39, 2.27)  0.003
O (-1.31, 2.65, 2.93)  -0.002
O (-2.33, 1.09, 1.29)  -0.001
N (0.16, 1.14, 1.51)  -0.042
C (0.75, 2.13, 0.79)  0.002
N (0.41, 3.42, 0.75)  -0.002
C (1.24, 4.21, 0.08)  0.002
C (2.39, 3.76, -0.57)  -0.003
C (2.61, 2.42, -0.56)  0.008
N (1.80, 1.60, 0.11)  -0.057
H (-1.15, -3.79, 6.09)  0.000
H (-1.03, -2.61, 7.31)  0.000
H (-1.24, -3.24, 3.74)  -0.001
H (-1.46, -1.47, 2.05)  0.011
H (-1.05, 1.53, 5.08)  0.000
H (-0.89, -0.25, 6.81)  0.000
H (0.96, 5.26, 0.06)  0.000
H (3.06, 4.44, -1.09)  0.000
H (3.45, 1.97, -1.09)  0.001
B (-0.21, -4.64, 1.21)  0.002
C (0.34, -3.19, 1.05)  0.031
N (0.71, -2.11, 0.93)  -0.047
H (0.54, -5.25, 1.94)  0.002
H (-0.25, -5.13, 0.10)  0.000
H (-1.33, -4.52, 1.69)  0.006
C (-2.01, 4.23, -6.41)  0.000
C (-2.15, 3.13, -5.41)  0.000
C (-3.24, 2.34, -5.27)  0.000
C (-3.20, 1.34, -4.27)  0.000
N (-2.14, 1.12, -3.51)  0.000
C (-1.03, 1.89, -3.66)  0.000
S (0.39, 1.67, -2.79)  0.003
N (-1.09, 2.91, -4.58)  0.000
C (-4.40, 0.48, -4.01)  0.000
H (-2.90, 4.30, -7.03)  0.000
H (-1.15, 4.04, -7.06)  0.000
H (-1.85, 5.19, -5.91)  0.000
H (-4.10, 2.47, -5.90)  0.000
H (-0.27, 3.49, -4.64)  0.000
H (-5.19, 0.66, -4.73)  0.000
H (-4.78, 0.69, -3.01)  0.000
H (-4.11, -0.57, -4.03)  0.000
C (-3.00, -1.45, -0.41)  0.001
C (-1.64, -1.34, -1.06)  0.000
O (-0.79, -0.37, -0.40)  0.003
H (-3.64, -2.08, -1.03)  0.000
H (-3.47, -0.47, -0.30)  0.000
H (-2.94, -1.91, 0.58)  0.000
H (-1.74, -1.04, -2.10)  0.001
H (-1.14, -2.31, -1.01)  0.000
H (-1.37, 0.27, 0.06)  -0.001

Results
- Expectation value of S²: 0.76
- 2S+1: 2
- ΔE to the lowest compared entry with this formula, charge and spin: 11.0 kcal per mole
- Calculated total energy: -8512.3925 Ha
- Net charge: +1

***

[4]
Density functional theory data (ωB97M-V with the def2-TZVPD basis set) for C4H4N2 as an isolated structure.

Each line ends with the natural charge from an NBO analysis.
Element x y z (Å)
C (-1.18, -0.74, 0.03)  -0.662
C (0.88, 0.38, 0.54)  -0.146
C (1.72, -0.31, -0.36)  0.167
N (2.48, -0.93, -0.98)  -0.232
C (0.46, 1.69, 0.25)  0.168
N (0.13, 2.80, 0.14)  -0.232
H (-2.04, -0.26, 0.51)  0.241
H (-1.17, -1.83, 0.17)  0.242
H (-1.09, -0.46, -1.02)  0.238
H (-0.29, -0.41, 0.71)  0.216

Results
- ΔE to the lowest compared entry with this formula, charge and spin: 104.8 kcal per mole
- Calculated total energy: -264.1594 Ha
- Net charge: 0

***

[5]
Density functional theory data (ωB97M-V with the def2-TZVPD basis set) for C23H22BMgN11OSe as an isolated structure.

Each line ends with the Mulliken spin population.
Element x y z (Å)
Mg (0.37, -0.03, 0.85)  0.018
C (-0.88, 4.03, 1.42)  0.000
C (-0.17, 2.94, 1.92)  0.000
N (-0.44, 1.84, 1.22)  0.001
N (-1.34, 2.20, 0.27)  -0.001
C (-1.60, 3.52, 0.37)  0.000
B (-1.83, 1.23, -0.85)  0.000
N (-2.33, -0.11, -0.20)  0.001
C (-3.46, -0.79, -0.44)  0.001
C (-3.45, -1.94, 0.32)  0.004
C (-2.25, -1.89, 1.01)  0.001
N (-1.56, -0.79, 0.69)  -0.005
N (-0.62, 0.89, -1.77)  0.005
C (-0.44, 0.93, -3.10)  -0.001
C (0.84, 0.50, -3.38)  0.009
C (1.39, 0.20, -2.14)  0.005
N (0.52, 0.44, -1.17)  -0.025
N (-2.99, 1.88, -1.56)  0.000
C (-4.18, 2.21, -0.99)  0.000
C (-4.90, 2.95, -1.88)  0.000
C (-4.04, 3.06, -3.00)  0.000
N (-2.90, 2.43, -2.80)  0.000
H (-0.88, 5.05, 1.78)  0.000
H (0.52, 2.90, 2.75)  0.000
H (-2.29, 3.99, -0.31)  0.000
H (-4.19, -0.42, -1.14)  0.000
H (-4.21, -2.70, 0.36)  0.000
H (-1.83, -2.60, 1.71)  -0.004
H (-1.22, 1.30, -3.74)  0.000
H (1.31, 0.41, -4.35)  0.000
H (2.37, -0.18, -1.91)  -0.003
H (-4.43, 1.89, 0.02)  0.000
H (-5.88, 3.37, -1.76)  0.000
H (-4.22, 3.57, -3.93)  0.000
Se (1.43, -2.79, 0.52)  0.886
C (0.78, -3.34, -1.16)  -0.016
C (1.41, -4.42, -1.79)  0.064
C (0.95, -4.81, -3.03)  -0.037
N (-0.08, -4.23, -3.65)  0.096
C (-0.68, -3.22, -3.04)  -0.041
C (-0.30, -2.73, -1.80)  -0.019
H (2.24, -4.93, -1.32)  0.002
H (1.42, -5.64, -3.55)  -0.001
H (-1.52, -2.77, -3.56)  -0.001
H (-0.83, -1.91, -1.36)  0.046
N (3.59, -1.77, 5.39)  0.000
C (4.49, -1.16, 4.57)  -0.001
O (5.69, -1.30, 4.66)  0.000
C (3.93, -0.30, 3.47)  0.008
C (4.73, 0.71, 2.95)  0.001
C (4.25, 1.49, 1.91)  -0.003
C (2.99, 1.21, 1.41)  0.010
N (2.22, 0.22, 1.88)  0.001
C (2.69, -0.51, 2.90)  0.005
H (3.98, -2.28, 6.16)  0.000
H (2.66, -1.40, 5.49)  0.000
H (5.72, 0.86, 3.36)  0.000
H (4.83, 2.29, 1.48)  0.000
H (2.57, 1.80, 0.60)  0.002
H (2.05, -1.32, 3.24)  -0.009

Results
- Expectation value of S²: 0.76
- 2S+1: 2
- ΔE to the lowest compared entry with this formula, charge and spin: 0.0 kcal per mole
- Calculated total energy: -4193.6239 Ha
- Net charge: +1

***

[6]
Density functional theory data (ωB97M-V with the def2-TZVPD basis set) for C35H41ClLaN3O2S3 as an isolated structure in a non-equilibrium geometry.

Each line ends with the Löwdin charge.
Element x y z (Å)
La (0.58, 0.19, 0.85)  1.909
C (-1.56, -0.12, 2.38)  -0.463
C (-2.28, -1.17, 1.67)  -0.299
C (-3.37, -0.62, 1.03)  -0.260
C (-3.42, 0.79, 1.34)  -0.233
C (-2.37, 1.08, 2.18)  -0.291
C (-2.22, 2.34, 2.98)  -0.056
C (-4.47, 1.76, 0.88)  -0.043
C (-4.39, -1.37, 0.21)  -0.059
C (-1.95, -2.64, 1.74)  -0.043
C (-1.14, -0.40, 3.83)  -0.075
H (-2.71, 2.24, 3.95)  0.090
H (-2.68, 3.19, 2.47)  0.065
H (-1.17, 2.59, 3.17)  0.063
H (-4.03, 2.57, 0.29)  0.066
H (-4.98, 2.22, 1.73)  0.078
H (-5.23, 1.27, 0.27)  0.063
H (-5.17, -1.79, 0.85)  0.086
H (-3.92, -2.19, -0.34)  0.068
H (-4.89, -0.72, -0.51)  0.060
H (-2.79, -3.23, 1.37)  0.073
H (-1.78, -2.94, 2.78)  0.074
H (-1.07, -2.92, 1.17)  0.060
H (-2.05, -0.52, 4.43)  0.092
H (-0.57, 0.42, 4.26)  0.071
H (-0.55, -1.31, 3.92)  0.039
O (3.49, 2.30, 2.51)  0.103
C (2.68, 2.36, 1.62)  -0.502
N (2.62, 1.60, 0.48)  -0.040
C (3.67, 1.35, -0.32)  -0.468
O (4.69, 2.01, -0.45)  0.075
C (3.48, 0.12, -1.21)  -0.189
C (4.49, -0.19, -2.11)  0.011
C (4.42, -1.36, -2.83)  -0.040
C (3.33, -2.20, -2.63)  -0.067
C (2.35, -1.80, -1.74)  -0.200
N (2.41, -0.66, -1.04)  0.021
C (1.49, 3.29, 1.71)  -0.205
C (1.59, 4.45, 2.47)  0.015
C (0.56, 5.37, 2.40)  -0.037
C (-0.51, 5.11, 1.56)  -0.049
C (-0.55, 3.91, 0.88)  -0.164
N (0.42, 3.00, 0.96)  0.015
H (5.33, 0.49, -2.19)  0.121
H (5.20, -1.63, -3.53)  0.113
H (3.24, -3.14, -3.15)  0.112
H (1.49, -2.43, -1.55)  0.090
H (2.47, 4.59, 3.08)  0.125
H (0.60, 6.29, 2.97)  0.113
H (-1.32, 5.82, 1.46)  0.111
H (-1.38, 3.65, 0.23)  0.099
C (-0.68, -1.18, -4.77)  -0.504
C (-1.09, -2.10, -3.63)  -0.508
S (-1.14, -1.37, -1.96)  0.805
C (-2.44, -0.11, -2.11)  -0.509
C (-2.03, 1.23, -2.72)  -0.476
S (-0.41, 1.80, -2.10)  0.804
C (0.41, 2.37, -3.62)  -0.508
C (0.43, 1.45, -4.83)  -0.520
S (0.89, -0.29, -4.49)  0.874
H (-1.45, -0.45, -4.99)  0.059
H (-0.54, -1.78, -5.67)  0.071
H (-0.40, -2.93, -3.53)  0.070
H (-2.09, -2.50, -3.82)  0.079
H (-2.75, 0.04, -1.07)  0.031
H (-3.28, -0.55, -2.66)  0.092
H (-2.77, 1.98, -2.46)  0.077
H (-1.96, 1.18, -3.81)  0.051
H (1.42, 2.59, -3.28)  0.074
H (-0.06, 3.31, -3.91)  0.078
H (1.18, 1.83, -5.52)  0.071
H (-0.52, 1.44, -5.35)  0.065
Cl (2.45, -6.84, 1.16)  0.629
C (2.40, -5.15, 1.55)  -0.691
C (3.24, -4.26, 0.90)  -0.120
C (3.19, -2.91, 1.20)  -0.070
C (2.29, -2.40, 2.15)  -0.346
C (2.19, -0.96, 2.43)  -0.286
C (1.47, -3.34, 2.81)  -0.065
C (1.52, -4.69, 2.51)  -0.114
H (3.95, -4.63, 0.16)  0.102
H (3.86, -2.24, 0.69)  0.106
H (3.13, -0.44, 2.23)  0.038
H (1.87, -0.76, 3.45)  0.044
H (0.78, -2.99, 3.57)  0.095
H (0.87, -5.38, 3.04)  0.104

Results
- ΔE to the lowest compared entry with this formula, charge and spin: 46.2 kcal per mole
- Calculated total energy: -3359.4342 Ha
- Net charge: 0